{"formula": "C23H17Cl2N3O", "method": "ωB97M-V/def2-TZVPD", "largest_force_ev_per_a": 2.089, "homo_energy_ev": -9.274, "smiles": "O[C@H](c1cccnc1-c1cc(Cl)cc(Cl)c1)[C@H](c1cccnc1)c1ccccn1", "orbital_gap_ha": 0.361, "de_lowest_ev": 0.123, "elements": ["C", "C", "H", "Cl", "C", "O", "C", "H", "C", "C", "H", "C", "H", "H", "H", "C", "C", "C", "N", "H", "C", "N", "H", "C", "N", "C", "C", "C", "H", "C", "C", "C", "Cl", "H", "C", "C", "H", "C", "H", "H", "H", "H", "C", "H", "H", "C"], "positions_angstrom": [[-2.605, 0.501, 3.502], [3.600, 1.631, 1.832], [2.893, 3.664, 2.014], [-3.588, -3.883, -1.297], [1.109, 0.992, 0.913], [-1.942, 0.741, -1.296], [0.870, 1.443, -2.866], [-0.536, 2.153, -0.983], [-0.088, -1.972, -1.573], [-1.973, -3.388, -0.986], [0.642, 3.070, 1.131], [3.261, 0.361, 1.454], [-1.938, 2.811, 0.522], [1.735, -2.499, -0.525], [-1.579, -4.872, 0.554], [0.134, -3.705, 0.102], [2.654, 2.641, 1.694], [-3.332, 1.638, 3.303], [-3.122, 2.439, 2.254], [-2.293, 0.019, -0.736], [1.417, 2.324, 1.215], [1.349, -1.238, -3.329], [-1.016, -0.748, 2.788], [-1.222, -4.034, -0.047], [2.018, 0.024, 1.124], [1.692, 1.024, -3.906], [-1.380, 0.957, 1.486], [0.518, -0.861, -2.315], [2.560, -0.669, -4.922], [-0.613, 1.068, -0.962], [-1.427, -2.379, -1.781], [0.719, -2.707, -0.671], [1.159, -4.596, 1.273], [-0.299, -0.526, 0.449], [0.263, 0.498, -2.031], [1.934, -0.331, -4.112], [-2.786, -0.142, 4.362], [-2.141, 2.132, 1.364], [3.997, -0.447, 1.480], [0.729, 2.504, -2.750], [-2.085, -1.890, -2.481], [-4.077, 1.927, 4.025], [-1.607, 0.141, 2.612], [2.113, 1.770, -4.558], [4.588, 1.829, 2.212], [-0.306, 0.584, 0.462]], "nbo_charge": [-0.25, -0.26, 0.22, 0.03, 0.24, -0.71, -0.15, 0.18, 0.04, -0.04, 0.22, 0.04, 0.20, 0.24, 0.24, 0.03, -0.16, 0.03, -0.41, 0.48, -0.26, -0.43, 0.22, -0.27, -0.44, -0.25, -0.06, 0.25, 0.20, 0.10, -0.26, -0.25, -0.02, 0.25, -0.09, 0.04, 0.22, 0.04, 0.20, 0.21, 0.24, 0.20, -0.16, 0.22, 0.22, -0.32]}